No. 1
A cluster of 3 separate species, C16H38O11P2 in total in a non-equilibrium geometry, computed with ωB97M-V with the def2-TZVPD basis set.

Geometry as ORCA input:
```
! wB97M-V def2-TZVPD RIJCOSX def2/J DEFGRID3
* xyz 0 1
C 27.077 -10.739 -24.333
H 18.861 -5.489 -25.525
H 21.539 -8.203 -29.973
H 25.025 -6.071 -25.114
P 25.291 -8.783 -24.817
O 23.730 -9.080 -25.039
H 25.439 -6.273 -30.051
O 20.914 -5.838 -28.330
C 19.887 -5.680 -25.839
O 24.157 -5.229 -32.714
C 24.545 -5.197 -34.106
H 25.449 -6.297 -27.643
H 23.839 -6.686 -29.995
C 24.751 -0.678 -31.929
C 24.505 -5.904 -29.629
O 24.224 -4.597 -30.147
C 24.543 -5.899 -28.101
H 24.059 -0.436 -31.123
H 20.154 -5.223 -23.749
O 26.179 -3.887 -31.741
C 20.292 -6.829 -27.813
H 25.084 0.239 -32.414
H 20.109 -4.752 -26.367
C 23.278 -10.042 -25.955
H 21.763 -5.465 -24.546
H 21.719 -11.581 -25.523
H 24.151 -5.510 -23.624
H 23.227 -1.523 -33.289
C 27.681 -11.234 -25.601
H 25.017 -6.717 -35.503
H 20.099 -9.249 -30.051
H 26.848 -6.710 -23.568
C 25.113 -5.755 -24.075
H 24.495 -4.995 -27.494
O 25.750 -10.276 -24.368
C 22.659 -11.170 -25.155
O 25.430 -8.067 -23.387
C 25.811 -6.715 -23.232
H 28.628 -11.725 -25.378
H 25.837 -6.424 -22.182
H 24.827 -2.283 -33.405
H 20.098 -7.408 -30.347
H 26.986 -11.522 -23.580
O 19.958 -6.908 -26.482
H 20.709 -6.754 -24.057
H 23.787 -6.599 -27.746
H 23.330 -12.023 -25.252
H 27.053 -12.033 -25.994
C 24.104 -1.837 -32.722
H 24.232 -10.385 -26.355
O 26.078 -8.344 -25.995
O 23.738 -2.798 -31.776
C 20.715 -5.763 -24.511
H 22.498 -9.802 -26.678
H 25.634 -5.143 -34.091
O 19.994 -8.000 -28.430
P 24.711 -4.133 -31.611
H 25.649 -4.811 -24.167
H 22.491 -11.107 -24.080
H 23.209 -6.219 -35.070
H 27.988 -10.450 -26.293
H 24.450 -7.225 -34.073
H 24.160 -4.306 -34.602
C 20.468 -8.260 -29.778
H 27.717 -10.041 -23.794
H 25.697 -1.013 -31.504
C 24.241 -6.433 -34.792
*
```

Calculated values
SMILES: CCOP(=O)(OCC)OCC.CCOP(=O)(OCC)OCC.CCOC(=O)OC
Total energy, a.u.: -2142.88139
Lowest unoccupied orbital energy, Ha: 0.0259
Kohn-Sham gap, eV: 10.91

The computed natural (NBO) charges, all in e, follow: -0.058, 0.172, 0.194, 0.232, 2.556, -0.808, 0.184, -0.650, -0.083, -0.830, -0.057, 0.238, 0.178, -0.643, -0.058, -0.786, -0.661, 0.213, 0.210, -1.097, 0.983, 0.213, 0.219, -0.068, 0.212, 0.208, 0.208, 0.181, -0.643, 0.233, 0.204, 0.176, -0.652, 0.233, -0.828, -0.650, -0.789, -0.063, 0.217, 0.197, 0.176, 0.204, 0.183, -0.488, 0.220, 0.214, 0.212, 0.212, -0.063, 0.191, -1.097, -0.790, -0.636, 0.198, 0.187, -0.505, 2.539, 0.230, 0.234, 0.221, 0.233, 0.229, 0.173, -0.258, 0.172, 0.226, -0.653

No. 2
A cluster of 3 separate species, C16H39BrF2N8O6P2 in total in a non-equilibrium geometry, computed with ωB97M-V with the def2-TZVPD basis set.

Geometry as ORCA input:
```
! wB97M-V def2-TZVPD RIJCOSX def2/J DEFGRID3
* xyz 0 1
C -2.970 -3.890 -4.408
N 3.733 1.233 5.619
O 3.707 -0.089 -1.726
H -0.925 -2.144 -4.038
N -4.272 -2.821 -1.615
H 3.152 -0.523 1.661
C -6.271 -3.100 -3.303
H 4.350 3.139 2.543
H 0.311 3.373 -3.778
H 0.900 3.606 3.853
C -3.411 -3.919 -1.187
O 2.279 3.772 -0.359
H -6.421 -0.381 -3.206
C 4.482 2.386 6.110
Br -0.789 2.627 -1.156
H -3.944 -1.677 0.157
O 1.690 1.180 2.993
H -2.792 -4.083 -5.472
H 5.074 2.864 5.325
O -2.463 -1.381 -2.073
O -0.211 2.099 -5.440
O 0.364 1.045 -3.357
H 2.307 1.146 7.184
H 0.059 -0.733 -1.952
F 2.578 3.988 -2.761
C 2.270 3.155 -1.574
N 2.001 1.667 -1.558
H -5.825 -4.083 -3.131
N -5.281 -2.100 -3.692
N 3.864 0.273 3.496
H -3.910 -4.393 -4.179
N 2.899 2.892 4.069
H 1.410 3.290 5.519
H -5.309 -2.820 0.243
P -3.774 -1.715 -2.826
H -3.227 -4.625 -1.995
C 3.429 -0.853 2.669
H -5.262 -0.161 -4.528
H -2.448 -3.572 -0.795
C -5.969 -0.867 -4.078
C 1.745 3.667 4.548
H -6.997 -3.250 -4.111
H 2.009 4.721 4.692
H 3.845 0.316 7.537
C -4.762 -2.132 -0.412
P 2.641 1.204 4.215
H -0.600 0.079 -0.628
H 3.830 3.138 6.568
H 5.209 2.073 6.869
H 4.213 -1.612 2.579
C 3.355 3.487 2.817
H -1.869 -0.751 -4.609
H -3.901 -4.514 -0.407
H -5.463 -1.337 -0.688
H 5.871 -0.037 2.952
C -1.790 -1.843 -4.640
H 2.671 3.291 1.983
H -2.165 -4.376 -3.846
C 0.575 1.320 -1.927
N 0.270 -0.009 -1.202
H 2.688 -0.412 6.430
H 3.461 4.574 2.920
H -6.748 -1.054 -4.824
C 5.131 0.770 2.994
C 3.023 0.898 -2.367
F 3.367 1.188 -3.809
H 5.034 1.182 1.984
C 3.115 0.543 6.753
H 2.563 -1.351 3.118
N -3.021 -2.464 -4.150
H 5.571 1.529 3.642
C 0.168 2.271 -4.143
H -1.593 -2.111 -5.684
H -6.829 -2.803 -2.409
*
```

Calculated values
SMILES: N[C@](Br)(OC=O)N(C(=O)F)C(=O)F.CN(C)P(=O)(N(C)C)N(C)C.CN(C)P(=O)(N(C)C)N(C)C
Total energy, a.u.: -4978.52424
Lowest unoccupied orbital energy, Ha: -0.0499
Kohn-Sham gap, eV: 6.39

The computed Mulliken charges, all in e, follow: -1.051, 0.058, -0.425, 0.240, 0.132, 0.217, -0.960, 0.246, 0.299, 0.306, -0.984, -0.369, 0.341, -0.961, -0.034, 0.296, -0.885, 0.351, 0.277, -0.762, -0.500, -0.236, 0.338, 0.210, -0.246, 0.362, 0.585, 0.280, 0.054, 0.258, 0.249, 0.222, 0.353, 0.354, 0.652, 0.289, -0.852, 0.332, 0.220, -1.053, -1.190, 0.367, 0.359, 0.368, -1.181, 0.804, 0.315, 0.323, 0.375, 0.335, -1.328, 0.260, 0.396, 0.352, 0.375, -0.923, 0.505, 0.378, 0.030, -0.528, 0.317, 0.425, 0.368, -1.016, 0.410, -0.224, 0.333, -1.035, 0.287, 0.312, 0.241, 0.299, 0.367, 0.325

No. 3
A structure of composition C16H39CrN5O7 in a non-equilibrium geometry, computed with ωB97M-V with the def2-TZVPD basis set.

Geometry as ORCA input:
```
! wB97M-V def2-TZVPD RIJCOSX def2/J DEFGRID3
* xyz 1 4
H 3.464 2.050 2.337
H -2.500 -3.133 -4.504
H -3.199 3.404 4.628
H 3.452 -4.160 -1.878
H 0.334 4.262 1.688
H 0.479 -0.742 2.677
C 3.646 -3.014 -5.095
H -0.160 -1.408 1.203
N -0.816 -2.388 2.879
C 1.121 3.511 1.630
H -2.231 0.152 -4.522
H -2.311 -0.997 3.432
O -1.391 2.825 -1.407
H -0.663 -1.556 -1.726
H 0.756 2.641 1.073
C -0.489 -3.481 3.600
H 1.155 -2.266 1.990
O 2.190 -5.741 -3.313
N 1.725 3.251 2.906
O -1.181 -4.103 4.377
C 0.258 -1.685 2.175
N -2.908 3.687 2.533
H 0.944 4.963 3.699
O 1.921 3.857 5.090
H -3.133 5.067 4.172
C -3.453 4.088 3.821
H 1.977 1.173 2.887
H -0.137 -2.893 -2.680
C 2.620 -5.012 -4.181
H -2.898 5.666 1.784
H -1.834 -2.883 -2.150
H 4.688 -2.696 -4.985
C -1.789 -2.381 -4.835
H 4.831 -3.214 -2.559
C -1.833 -0.266 -3.592
H -2.430 -1.569 1.801
C -1.002 -2.261 -2.482
C 1.268 0.298 -0.569
H -2.925 -2.613 3.031
C -2.143 -1.887 2.815
H -2.292 -1.756 -5.576
O -1.766 0.463 -2.603
H 1.365 -0.593 -1.197
H -4.538 4.114 3.687
N 3.392 -3.910 -3.995
H -1.777 4.599 1.100
C -2.660 2.421 2.294
H 0.549 -3.826 3.470
H 2.499 -5.161 -5.269
H 3.207 -2.575 -2.443
H 3.482 -3.560 -6.023
H 2.926 1.988 3.999
C -2.820 4.642 1.428
C 1.512 4.058 3.971
H -3.473 4.412 0.592
N -1.493 -1.549 -3.666
O -0.026 0.725 -0.294
H -2.852 1.765 3.151
H 1.738 1.132 -1.110
O -2.088 1.953 1.289
H -0.569 3.105 -0.995
H 3.054 -2.094 -5.175
H -0.858 -2.705 -5.292
Cr -1.957 1.152 -0.616
H 1.829 3.873 0.868
C 3.783 -3.485 -2.661
H 1.851 0.180 0.351
C 2.578 2.084 2.966
*
```

Calculated values
Total energy, a.u.: -2477.67859
Lowest unoccupied orbital energy (spin up / spin down), Ha: -0.1832 / -0.1511
Kohn-Sham gap (spin up / spin down), eV: 6.44 / 7.31

The computed natural (NBO) charges, all in e, follow: 0.210, 0.222, 0.232, 0.245, 0.193, 0.192, -0.405, 0.193, -0.450, -0.424, 0.156, 0.183, -0.893, 0.228, 0.223, 0.533, 0.224, -0.608, -0.442, -0.594, -0.401, -0.351, 0.103, -0.594, 0.236, -0.420, 0.189, 0.236, 0.534, 0.235, 0.214, 0.207, -0.406, 0.211, 0.576, 0.167, -0.440, -0.236, 0.248, -0.405, 0.219, -0.715, 0.157, 0.215, -0.434, 0.227, 0.570, 0.112, 0.103, 0.175, 0.214, 0.251, -0.434, 0.534, 0.229, -0.367, -0.820, 0.156, 0.172, -0.741, 0.468, 0.184, 0.224, 1.669, 0.192, -0.424, 0.182, -0.436

No. 4
A structure of composition C16H39F3N3O5Ti in a non-equilibrium geometry, computed with ωB97M-V with the def2-TZVPD basis set.

Geometry as ORCA input:
```
! wB97M-V def2-TZVPD RIJCOSX def2/J DEFGRID3
* xyz 0 4
H -3.747 -0.885 -2.966
F -2.145 1.427 2.031
H 2.068 3.354 1.364
Ti -0.003 0.261 -0.601
N -2.541 0.248 -0.797
H -6.258 2.347 -0.476
H 3.175 -0.075 -0.774
C -5.741 1.381 -0.469
O -5.226 1.080 -1.739
H 1.813 0.131 -3.326
C 1.936 3.380 3.522
H -3.825 2.600 -1.371
N 2.391 0.286 -1.325
N -0.232 -0.972 1.602
H -3.281 -0.378 -0.502
C 3.770 -0.778 -3.120
C 1.469 -2.682 1.591
H -0.524 -0.143 2.113
C 1.493 -0.981 3.412
C 1.836 2.669 2.186
H -1.994 -0.788 -3.192
H -4.954 1.413 0.294
H 0.183 -3.506 -1.303
H 2.160 -2.449 -1.730
H -3.075 0.240 -4.164
H 1.098 4.077 3.623
C 1.619 -1.775 -2.413
C -1.684 2.690 1.933
H 1.577 -2.288 -3.385
H 0.973 -1.694 4.057
H -0.142 3.933 1.263
H 4.410 0.107 -3.103
H 2.702 1.238 -1.511
H 2.539 1.830 2.134
O 2.786 -2.990 1.952
O 0.309 -1.526 -1.948
H 4.309 -4.259 1.588
H 0.744 -3.325 2.118
C -2.821 0.864 -2.110
H 3.778 -1.073 -4.175
H 4.230 -1.574 -2.529
O 0.560 2.086 2.020
H 1.854 2.679 4.354
H 1.170 0.027 3.687
H 1.343 -2.818 0.505
C -0.350 2.843 1.181
H -0.800 -1.736 1.962
C -4.032 1.775 -2.063
H -1.979 1.534 -2.325
H 3.384 -3.787 0.135
C 3.316 -4.049 1.201
C -2.917 -0.207 -3.183
C 2.369 -0.471 -2.606
H -4.168 2.257 -3.042
H -1.229 -2.516 -1.052
H -2.473 0.989 -0.114
H 2.848 3.971 3.623
H 2.699 -4.954 1.289
C 1.185 -1.243 1.936
H 1.810 -0.589 1.323
H -0.869 -3.097 -2.693
H 2.563 -1.022 3.619
C -0.429 -2.722 -1.767
O -0.331 2.482 -0.076
F -2.659 3.397 1.329
H -6.435 0.591 -0.185
F -1.608 3.162 3.191
*
```

Calculated values
Total energy, a.u.: -2322.47638
Lowest unoccupied orbital energy (spin up / spin down), Ha: 0.0143 / 0.0128
Kohn-Sham gap (spin up / spin down), eV: 3.82 / 8.74

The computed natural (NBO) charges, all in e, follow: 0.207, -0.339, 0.177, 0.662, -0.871, 0.168, 0.354, -0.243, -0.556, 0.225, -0.630, 0.183, -0.854, -0.883, 0.367, -0.630, -0.048, 0.390, -0.632, -0.056, 0.216, 0.167, 0.175, 0.167, 0.213, 0.215, -0.053, 0.923, 0.186, 0.201, 0.125, 0.221, 0.381, 0.167, -0.540, -0.581, 0.197, 0.159, -0.076, 0.221, 0.203, -0.588, 0.206, 0.222, 0.167, 0.326, 0.362, -0.077, 0.215, 0.155, -0.240, -0.611, -0.080, 0.180, 0.215, 0.382, 0.206, 0.166, -0.060, 0.198, 0.188, 0.224, -0.243, -0.909, -0.333, 0.186, -0.333

Among the records above, which one has the lowest total energy?
C16H39BrF2N8O6P2

Among the records above, which one has the lowest total energy?
C16H39BrF2N8O6P2

What is the total energy in the fourth record?
-2322.47638 a.u.